(1)
{"formula": "C41H45Cl2CrN4OPS3", "method": "the ωB97M-V functional and the def2-TZVPD basis", "symbols": ["Cr", "C", "C", "C", "P", "C", "C", "C", "C", "C", "C", "C", "C", "C", "C", "N", "C", "C", "C", "C", "C", "C", "C", "C", "C", "H", "H", "H", "H", "H", "H", "H", "H", "H", "H", "H", "H", "H", "H", "H", "H", "H", "H", "H", "H", "H", "H", "H", "H", "H", "H", "H", "H", "H", "H", "H", "Cl", "C", "C", "C", "Cl", "C", "C", "C", "C", "N", "C", "C", "O", "H", "H", "H", "H", "S", "C", "N", "C", "C", "S", "H", "H", "H", "H", "H", "S", "C", "N", "C", "C", "C", "C", "C", "C", "H", "H", "H", "H", "H"], "xyz": [[-0.526, -0.186, -0.576], [-4.469, -0.069, -0.426], [-3.851, 0.230, 0.944], [-4.878, 0.066, 2.059], [-2.252, -0.671, 1.163], [-2.716, -2.356, 1.766], [-3.742, -3.056, 0.870], [-1.439, -3.179, 1.939], [-1.400, 0.074, 2.568], [-1.930, 0.100, 3.863], [-1.241, 0.619, 4.943], [-1.822, 0.627, 6.332], [0.038, 1.131, 4.685], [0.600, 1.107, 3.430], [-0.089, 0.556, 2.319], [0.467, 0.482, 1.072], [1.891, 0.538, 0.972], [2.525, 1.600, 0.318], [1.749, 2.809, -0.112], [3.892, 1.532, 0.062], [4.664, 0.454, 0.467], [6.138, 0.387, 0.167], [4.033, -0.562, 1.175], [2.670, -0.537, 1.436], [2.048, -1.666, 2.207], [-5.197, 0.705, -0.682], [-4.993, -1.028, -0.428], [-3.723, -0.093, -1.222], [-3.515, 1.267, 0.925], [-5.200, -0.973, 2.168], [-5.769, 0.653, 1.819], [-4.503, 0.414, 3.021], [-3.169, -2.215, 2.752], [-3.522, -2.946, -0.194], [-4.747, -2.664, 1.029], [-3.767, -4.124, 1.097], [-0.818, -3.150, 1.038], [-1.683, -4.224, 2.143], [-0.827, -2.799, 2.757], [-2.914, -0.325, 4.041], [-2.814, 0.174, 6.341], [-1.919, 1.643, 6.724], [-1.197, 0.068, 7.033], [0.612, 1.555, 5.505], [1.599, 1.498, 3.276], [0.988, 3.049, 0.629], [1.242, 2.630, -1.062], [2.420, 3.664, -0.229], [4.362, 2.351, -0.476], [6.434, 1.174, -0.527], [6.405, -0.573, -0.281], [6.735, 0.500, 1.075], [4.615, -1.415, 1.515], [2.663, -2.565, 2.135], [1.050, -1.889, 1.832], [1.941, -1.413, 3.266], [2.211, 2.137, -3.883], [2.614, 0.533, -3.347], [3.758, -0.084, -3.871], [4.128, -1.328, -3.450], [5.566, -2.064, -4.109], [3.350, -2.027, -2.496], [3.648, -3.324, -2.022], [2.813, -3.922, -1.124], [1.666, -3.223, -0.696], [1.364, -2.016, -1.096], [2.194, -1.400, -1.981], [1.818, -0.064, -2.379], [0.806, 0.510, -1.836], [4.352, 0.442, -4.605], [4.535, -3.829, -2.382], [3.014, -4.914, -0.744], [0.989, -3.688, 0.015], [-2.002, 2.322, -1.149], [-1.470, 3.774, -0.579], [-1.435, 4.143, 0.708], [-1.171, 5.549, 0.981], [-0.278, 6.002, -0.167], [-0.858, 5.047, -1.600], [-1.886, 3.540, 1.380], [-0.672, 5.660, 1.942], [-2.108, 6.115, 0.996], [0.764, 5.748, 0.021], [-0.368, 7.067, -0.364], [-1.781, -3.467, -3.559], [-1.574, -2.536, -2.135], [-1.351, -1.273, -2.296], [-1.319, -0.947, -3.653], [-1.027, 0.313, -4.178], [-1.000, 0.451, -5.549], [-1.258, -0.634, -6.397], [-1.535, -1.885, -5.889], [-1.554, -2.030, -4.503], [-1.595, -3.008, -1.162], [-0.802, 1.136, -3.517], [-0.758, 1.416, -5.976], [-1.225, -0.492, -7.470], [-1.713, -2.730, -6.542]], "relative_energy_ev": 0.000, "gap_ev": [6.80, 7.05], "multiplicity": 5, "e_homo_ev": [-6.4, -6.7], "largest_force_ev_per_a": 0.465}

***

(2)
{"formula": "C43H72ClGeInN3O8PSi3", "method": "the ωB97M-V functional and the def2-TZVPD basis", "symbols": ["In", "C", "C", "C", "C", "C", "C", "C", "C", "N", "C", "O", "C", "C", "C", "C", "C", "N", "C", "O", "N", "C", "C", "C", "C", "C", "C", "C", "C", "H", "H", "H", "H", "H", "H", "H", "H", "H", "H", "H", "H", "H", "H", "H", "H", "H", "H", "H", "H", "H", "C", "C", "C", "P", "C", "C", "C", "C", "C", "C", "H", "H", "H", "H", "H", "H", "H", "H", "H", "H", "H", "H", "H", "H", "H", "H", "H", "H", "H", "H", "H", "O", "Cl", "O", "O", "O", "C", "C", "O", "O", "H", "H", "H", "C", "Si", "C", "C", "Ge", "Si", "C", "C", "C", "Si", "C", "C", "C", "H", "H", "H", "H", "H", "H", "H", "H", "H", "H", "H", "H", "H", "H", "H", "H", "H", "H", "H", "H", "H", "H", "H", "H", "H", "H", "H"], "xyz": [[0.460, -0.116, 0.205], [0.828, -0.985, 5.595], [0.500, 0.468, 5.787], [-0.443, 0.827, 6.746], [-0.858, 2.138, 6.882], [-0.334, 3.114, 6.050], [0.640, 2.814, 5.107], [1.194, 3.912, 4.245], [1.066, 1.485, 5.008], [2.078, 1.129, 4.073], [3.147, 0.301, 4.340], [3.673, 0.284, 5.434], [3.640, -0.554, 3.198], [5.000, -0.668, 2.982], [5.419, -1.510, 1.958], [4.474, -2.231, 1.258], [3.122, -2.077, 1.576], [2.714, -1.224, 2.509], [2.110, -3.006, 0.902], [2.579, -4.077, 0.483], [0.861, -2.580, 0.924], [-0.194, -3.436, 0.580], [-0.382, -3.994, -0.692], [0.620, -3.763, -1.781], [-1.518, -4.764, -0.932], [-2.467, -4.979, 0.053], [-2.273, -4.430, 1.313], [-1.146, -3.670, 1.589], [-0.887, -3.131, 2.967], [-0.020, -1.594, 5.904], [1.698, -1.274, 6.188], [1.045, -1.219, 4.552], [-0.883, 0.050, 7.359], [-1.607, 2.399, 7.619], [-0.677, 4.138, 6.132], [0.668, 4.842, 4.452], [1.079, 3.697, 3.183], [2.253, 4.077, 4.452], [5.694, -0.120, 3.604], [6.473, -1.612, 1.730], [4.736, -2.935, 0.483], [0.799, -2.694, -1.930], [0.271, -4.183, -2.724], [1.576, -4.211, -1.511], [-1.660, -5.186, -1.921], [-3.348, -5.572, -0.158], [-2.998, -4.607, 2.101], [-1.726, -3.339, 3.633], [-0.699, -2.056, 2.938], [0.014, -3.580, 3.390], [-3.442, -1.824, -1.383], [-4.097, -1.318, -0.096], [-5.471, -0.726, -0.402], [-2.854, -0.285, 0.829], [-3.106, 1.508, 0.418], [-4.372, 2.254, 0.834], [-2.806, 1.722, -1.071], [-3.339, -0.500, 2.605], [-2.515, 0.462, 3.458], [-4.817, -0.476, 2.991], [-4.085, -2.550, -1.888], [-2.491, -2.310, -1.169], [-3.258, -1.000, -2.076], [-4.223, -2.185, 0.565], [-5.388, 0.111, -1.096], [-5.993, -0.377, 0.487], [-6.095, -1.485, -0.884], [-2.272, 1.967, 0.958], [-5.275, 1.838, 0.390], [-4.291, 3.294, 0.506], [-4.498, 2.268, 1.916], [-3.621, 1.356, -1.700], [-1.887, 1.215, -1.379], [-2.667, 2.785, -1.274], [-2.978, -1.514, 2.809], [-2.882, 1.487, 3.370], [-1.463, 0.468, 3.161], [-2.562, 0.184, 4.512], [-5.286, 0.486, 2.788], [-4.916, -0.671, 4.063], [-5.381, -1.246, 2.467], [1.535, 4.285, 0.488], [0.348, 3.595, 0.046], [0.667, 2.721, -1.074], [-0.660, 4.542, -0.344], [-0.150, 2.770, 1.136], [3.728, 2.758, 2.469], [2.732, 1.787, 1.916], [2.708, 1.444, 0.772], [1.725, 1.282, 2.724], [3.404, 3.736, 2.108], [4.692, 2.531, 2.018], [3.802, 2.765, 3.551], [3.343, -2.271, -3.163], [3.095, -0.432, -3.452], [3.790, -0.068, -5.172], [4.116, 0.516, -2.186], [0.836, 0.364, -3.403], [-0.672, -0.767, -4.877], [-1.341, -2.397, -4.210], [-2.155, 0.360, -5.169], [0.117, -1.134, -6.550], [0.924, 2.596, -4.272], [-0.629, 3.593, -3.898], [1.034, 2.491, -6.162], [2.447, 3.535, -3.701], [4.355, -2.535, -3.484], [2.639, -2.883, -3.727], [3.242, -2.541, -2.111], [4.836, -0.384, -5.219], [3.748, 0.995, -5.406], [3.238, -0.604, -5.946], [4.929, -0.107, -1.804], [3.516, 0.839, -1.337], [4.553, 1.412, -2.628], [-1.392, -2.404, -3.124], [-0.713, -3.235, -4.515], [-2.348, -2.574, -4.595], [-2.752, 0.447, -4.259], [-2.794, -0.052, -5.955], [-1.861, 1.366, -5.463], [0.948, -1.833, -6.450], [0.494, -0.230, -7.025], [-0.628, -1.585, -7.211], [-1.488, 2.949, -3.709], [-0.873, 4.246, -4.740], [-0.493, 4.202, -3.007], [0.104, 2.126, -6.599], [1.841, 1.845, -6.506], [1.215, 3.496, -6.555], [2.478, 3.587, -2.615], [2.421, 4.554, -4.096], [3.368, 3.064, -4.049]], "total_charge": -1, "relative_energy_ev": 3.214, "gap_ev": [6.61, 6.17], "multiplicity": 2, "e_homo_ev": [-4.3, -4.9], "largest_force_ev_per_a": 0.467}